The following is a quantum chemistry calculation of 3 unconnected molecules or ions with the total composition C4H10OS3 at a distorted geometry, from the OMol25 dataset.

The geometry in XYZ format:
```
18
Properties=species:S:1:pos:R:3
C 0.53 2.26 -0.50
C 1.00 1.09 -0.15
C 0.92 0.33 1.13
S 2.02 0.04 -1.29
H 0.65 2.52 -1.56
H 0.00 2.78 0.32
H 0.14 -0.33 1.17
H 0.59 0.93 1.93
H 1.99 -0.05 1.36
H 2.15 0.93 -2.34
O -3.02 0.94 0.82
C -2.59 0.43 -0.17
S -3.28 -1.07 -0.92
H -1.77 0.90 -0.61
H -4.09 -1.48 0.11
S 0.92 -3.41 0.15
H 2.08 -2.74 -0.40
H 1.77 -4.07 0.97
```

Calculated values
Strongest force on any atom   0.067 Eh/bohr
Relative energy (zero: lowest compared OMol25 entry of this formula, charge and spin)   23.9 kcal/mol
HOMO level   -0.3309 Eh
SMILES   C=C(C)S.O=CS.S



The following is a quantum chemistry calculation of 2 unconnected molecules or ions with the total composition C4H10S, from the OMol25 dataset.

The geometry in XYZ format:
```
15
Properties=species:S:1:pos:R:3
C -2.90 6.34 0.10
C -2.94 6.16 1.40
H -2.14 6.94 -0.39
H -3.67 5.95 -0.58
H -2.19 6.58 2.07
H -3.73 5.67 1.94
C 2.68 -4.74 -0.41
C 1.81 -3.62 -0.99
S 0.20 -3.38 -0.20
H 2.37 -4.99 0.61
H 3.73 -4.47 -0.35
H 2.60 -5.66 -0.99
H 2.36 -2.68 -0.96
H 1.59 -3.81 -2.03
H 0.23 -4.29 0.78
```

Calculated values
Strongest force on any atom   0.014 Eh/bohr
Relative energy (zero: lowest compared OMol25 entry of this formula, charge and spin)   29.0 kcal/mol
HOMO level   -0.3290 Eh
SMILES   C=C.CCS



The following is a quantum chemistry calculation of a single C4H10S molecule, from the OMol25 dataset.

The geometry in XYZ format:
```
15
Properties=species:S:1:pos:R:3
C -1.87 0.20 1.22
C -1.31 0.28 -0.19
C -0.10 -0.62 -0.39
S 1.32 -0.11 0.63
C 2.58 0.14 -0.63
H -1.97 -0.83 1.57
H -2.83 0.71 1.28
H -1.20 0.70 1.93
H -2.07 -0.02 -0.92
H -1.04 1.31 -0.40
H -0.36 -1.64 -0.09
H 0.23 -0.66 -1.43
H 3.49 0.42 -0.09
H 2.32 0.92 -1.34
H 2.79 -0.79 -1.16
```

Calculated values
Strongest force on any atom   0.008 Eh/bohr
Relative energy (zero: lowest compared OMol25 entry of this formula, charge and spin)   0.0 kcal/mol
HOMO level   -0.3101 Eh
SMILES   CCCSC



The following is a quantum chemistry calculation of 2 unconnected molecules or ions with the total composition C4H10S at a distorted geometry, from the OMol25 dataset.

The geometry in XYZ format:
```
15
Properties=species:S:1:pos:R:3
C 0.73 1.56 -1.10
C 0.67 0.18 -0.48
C -0.44 -0.08 0.52
C -0.34 -1.29 1.41
S -2.41 -1.39 -1.26
H 1.31 2.28 -0.50
H -0.26 2.04 -1.13
H 1.10 1.61 -2.11
H 0.79 -0.60 -1.23
H 1.58 -0.03 0.11
H -0.62 0.83 1.07
H -1.35 -0.24 -0.16
H 0.14 -2.10 0.84
H 0.41 -1.19 2.20
H -1.30 -1.58 1.83
```

Calculated values
Strongest force on any atom   0.040 Eh/bohr
Relative energy (zero: lowest compared OMol25 entry of this formula, charge and spin)   82.9 kcal/mol
HOMO level   -0.3405 Eh



Number 1: E_tot -38861.274 eV. Number 2: E_tot -15144.111 eV. Number 3: E_tot -15145.367 eV. Number 4: E_tot -15141.774 eV.